DFT (ωB97M-V with the def2-TZVPD basis set) results for a molecular structure, C2H2Br3ClS.

Structure (XYZ):
```
9
Properties=species:S:1:pos:R:3
C 0.2091 -0.3459 -0.3075
C -1.2111 -0.0581 0.0355
S 1.3970 0.8244 0.9844
Cl 3.0379 1.1667 -0.1008
Br 0.7079 -2.2250 -0.1626
Br -1.6465 1.7694 -0.3996
Br -1.4105 -0.3023 1.9530
H 0.7019 -0.1363 -1.3495
H -1.7856 -0.6929 -0.6529
```

Values from the calculation:
- Energy above the lowest of the compared OMol25 structures with the same formula, charge and spin: 18.6 kcal/mol
- Total charge: 0
- Orbital gap: 8.921 eV

natural (NBO) population analysis, charges in e, atoms 1 to 5: number 1, C, carries -0.38; number 2, C, carries -0.43; number 3, S, carries 0.18; number 4, Cl, carries -0.15; number 5, Br, carries 0.06

***

DFT (ωB97M-V with the def2-TZVPD basis set) results for a molecular structure, C2H2Br3N.

Structure (XYZ):
```
8
Properties=species:S:1:pos:R:3
C -0.7165 -0.0607 -0.2977
C -2.5331 -0.5808 -1.1607
N -0.5358 -0.7532 0.6979
Br -3.5522 0.9759 -0.9183
Br -2.8432 -2.1146 0.1152
Br -2.2830 -1.1025 -2.9367
H -0.0739 0.6377 -0.7161
H 0.3473 -0.6648 1.2018
```

Values from the calculation:
- Energy above the lowest of the compared OMol25 structures with the same formula, charge and spin: 44.4 kcal/mol
- Total charge: 0
- Orbital gap: 9.145 eV

natural (NBO) population analysis, charges in e, atoms 1 to 5: number 1, C, carries 0.20; number 2, C, carries -0.51; number 3, N, carries -0.63; number 4, Br, carries 0.14; number 5, Br, carries 0.10

***

DFT (ωB97M-V with the def2-TZVPD basis set) results for a molecular structure, C2H2Br6CaF2O2PRb.

Structure (XYZ):
```
17
Properties=species:S:1:pos:R:3
Rb -0.5604 2.9428 1.9575
Ca -2.1774 -1.1501 4.2631
O -1.6111 -1.4330 2.0249
P -1.6189 -0.8241 0.6482
O -1.1361 0.5323 0.3496
F -3.1840 -0.8554 0.1975
F -0.8310 -1.9686 -0.3344
C 2.4687 -1.8671 0.5518
Br 2.4425 -0.8928 -1.1686
Br 2.5219 -0.4539 1.9281
Br 4.0817 -3.0643 0.7224
H 1.5243 -2.3986 0.6689
C -0.4609 2.0882 -2.3072
Br -0.4902 2.1401 -4.3169
Br -1.5703 3.5217 -1.5475
Br 1.4025 2.5301 -1.7742
H -0.8012 1.1528 -1.8630
```

Values from the calculation:
- Total charge: +1
- Spin multiplicity: 2
- Orbital gap (spin up / spin down): 5.888 / 8.178 eV

natural (NBO) population analysis, charges in e, atoms 1 to 5: number 1, Rb, carries 0.96; number 2, Ca, carries 1.02; number 3, O, carries -1.31; number 4, P, carries 2.62; number 5, O, carries -1.18

***

DFT (ωB97M-V with the def2-TZVPD basis set) results for a molecular structure, C2H2BrCl2F.

Structure (XYZ):
```
8
Properties=species:S:1:pos:R:3
C -1.0702 -0.1470 0.0065
C 0.8804 0.3138 0.0367
F 1.2119 0.2102 1.3123
Cl 1.8160 -1.0004 -0.8108
Cl 1.3043 1.8841 -0.4952
Br -1.1141 -1.9382 -0.2433
H -1.5629 0.2022 1.0328
H -1.4652 0.4752 -0.8390
```

Values from the calculation:
- Energy above the lowest of the compared OMol25 structures with the same formula, charge and spin: 46.1 kcal/mol
- Total charge: 0
- Orbital gap: 10.526 eV

natural (NBO) population analysis, charges in e, atoms 1 to 5: number 1, C, carries -0.54; number 2, C, carries 0.27; number 3, F, carries -0.34; number 4, Cl, carries -0.04; number 5, Cl, carries 0.04

***

| no. | energy (eV) |
| --- | --- |
| 1 | -235590.33323 |
| 2 | -213720.79542 |
| 3 | -460272.21194 |
| 4 | -99909.33779 |